Computed, not measured: 2 unconnected molecules or ions with the total composition C8H22NSi in a non-equilibrium geometry, with wB97M-V/def2-TZVPD.

Computed properties:
Strongest force on any atom ... 4.3 eV/A
Gap between HOMO and LUMO ... 8.66 eV
E_LUMO ... -3.265 eV
Highest occupied orbital energy ... -0.4381 Ha
Electronic energy ... -18011.0850 eV
Energy relative to the best compared isomer or geometry (same formula, charge and spin) ... 41.6 kcal per mole

ORCA input file:
```
! RIJCOSX wB97M-V def2-TZVPD def2/J DEFGRID3
* xyz 1 1
C 1.8381 1.2429 -1.3125
C 2.4749 -1.2086 -0.4977
C 2.6837 0.8445 1.1044
C -1.4058 -1.6094 -1.4752
C -2.9989 -0.4012 1.0519
C -2.2921 1.5472 -1.1363
C -0.1983 0.0572 0.6101
C 2.1144 0.2499 -0.1458
N -0.1854 -0.7209 1.9449
Si -1.8514 -0.1200 -0.3122
H 2.6985 1.2091 -2.1076
H 1.5721 2.2784 -0.9118
H 0.9997 0.9262 -1.9583
H 3.4685 -1.1376 -0.8239
H 2.4925 -1.9867 0.3968
H 1.8500 -1.6296 -1.2413
H 3.7061 1.1164 0.9118
H 2.6803 0.2294 2.0244
H 2.3240 1.8774 1.3427
H -2.2161 -1.9384 -2.0678
H -0.5926 -1.2634 -2.0263
H -1.1004 -2.5220 -1.0436
H -3.5149 -1.3001 0.9426
H -2.7849 -0.3196 2.1418
H -3.8400 0.3811 0.8229
H -3.0339 1.4406 -1.8928
H -2.6711 2.2619 -0.4237
H -1.3519 1.8684 -1.5831
H -0.1746 1.1593 0.8370
H -0.9490 -0.2745 2.3766
H -0.3603 -1.6561 1.8070
H 0.6186 -0.6020 2.6449
*
```

---

Computed, not measured: 8 unconnected molecules or ions with the total composition C8H24N8O16 in a non-equilibrium geometry, with wB97M-V/def2-TZVPD.

Computed properties:
Strongest force on any atom ... 2.1 eV/A
Gap between HOMO and LUMO ... 10.46 eV
E_LUMO ... -0.320 eV
SMILES ... C[N+](=O)[O-].C[N+](=O)[O-].C[N+](=O)[O-].C[N+](=O)[O-].C[N+](=O)[O-].C[N+](=O)[O-].C[N+](=O)[O-].C[N+](=O)[O-]
Highest occupied orbital energy ... -0.3960 Ha
Electronic energy ... -53343.0543 eV
Energy relative to the best compared isomer or geometry (same formula, charge and spin) ... 14.0 kcal per mole

ORCA input file:
```
! RIJCOSX wB97M-V def2-TZVPD def2/J DEFGRID3
* xyz 0 1
C -2.3035 -3.3006 -0.9447
N -3.1109 -3.8677 0.1614
O -3.6668 -3.0999 0.8980
O -3.1831 -5.0714 0.2179
H -2.9983 -3.2687 -1.7815
H -1.4474 -3.9095 -1.2147
H -1.9463 -2.3296 -0.6135
C 2.0481 -3.9856 1.4965
N 0.6775 -3.3976 1.5207
O -0.2416 -4.0671 1.9409
O 0.5334 -2.2486 1.1233
H 2.5411 -3.4019 2.2768
H 2.6065 -3.9211 0.5719
H 1.9257 -5.0049 1.8481
C 4.2070 -0.6448 -0.0993
N 5.3477 -1.5026 0.2845
O 6.4625 -1.0536 0.1350
O 5.0991 -2.6199 0.7065
H 4.4927 0.3744 0.1449
H 3.2833 -0.9306 0.3945
H 4.0031 -0.6735 -1.1683
C 0.2798 1.2255 0.4114
N -1.0572 0.8423 0.9131
O -1.6261 -0.0226 0.2825
O -1.5390 1.4392 1.8567
H 0.1847 1.7900 -0.5140
H 0.7360 0.2730 0.1515
H 0.8311 1.8062 1.1416
C 4.6673 4.2444 2.4876
N 3.2216 4.4189 2.8192
O 2.9324 5.2142 3.6677
O 2.4252 3.7471 2.2137
H 4.9396 4.9330 1.6960
H 4.7849 3.1923 2.2622
H 5.1782 4.5289 3.4036
C -4.9572 1.9386 2.3961
N -5.7071 2.3810 1.2104
O -5.4253 3.4688 0.7582
O -6.5894 1.6667 0.7910
H -5.0046 0.8740 2.6043
H -5.1532 2.4746 3.3206
H -3.9104 2.1355 2.1616
C 1.5579 -0.8527 -4.1645
N 1.5788 0.4854 -3.5403
O 1.0096 1.3573 -4.1389
O 2.0630 0.5974 -2.4379
H 0.5147 -1.1663 -4.1236
H 2.1936 -1.5508 -3.6325
H 1.8287 -0.8382 -5.2166
C -3.9713 1.2134 -1.9394
N -2.8680 0.8367 -2.8957
O -3.0979 0.9775 -4.0787
O -1.9038 0.2452 -2.4618
H -3.8884 2.3034 -1.9357
H -3.6490 0.8224 -0.9809
H -4.9092 0.9224 -2.3878
*
```

---

Computed, not measured: a molecular structure, C25H26FN3PdSi in a non-equilibrium geometry, with wB97M-V/def2-TZVPD.

Computed properties:
Strongest force on any atom ... 2.9 eV/A
Gap between HOMO and LUMO (alpha / beta) ... 7.27 / 5.61 eV
E_LUMO (alpha / beta) ... -6.289 / -9.104 eV
Highest occupied orbital energy (alpha / beta) ... -0.4984 / -0.5407 Ha
Electronic energy ... -44874.4528 eV
Energy relative to the best compared isomer or geometry (same formula, charge and spin) ... 24.4 kcal per mole

ORCA input file:
```
! RIJCOSX wB97M-V def2-TZVPD def2/J DEFGRID3
* xyz 2 5
Pd -0.3397 -0.1221 -0.3955
C -1.9817 4.5452 0.0411
Si -1.6235 2.7871 -0.2268
C -1.4732 2.4336 -2.0393
C -2.8719 1.8202 0.7129
N -0.0973 2.1191 0.5230
C 0.7519 2.5729 1.4343
C 0.5129 3.7303 2.2981
C 1.5288 4.1746 3.0852
C 2.7200 3.5065 3.2099
C 3.0061 2.3898 2.4296
C 2.0358 1.9510 1.5570
F 2.3495 0.9436 0.7021
H -3.0888 4.5423 -0.1660
H -1.5295 5.1935 -0.7644
H -1.8584 5.0812 0.9686
H -2.3488 1.9688 -2.4250
H -0.6565 1.8143 -2.4552
H -1.3575 3.3701 -2.5681
H -3.8873 1.8999 0.2712
H -2.9518 2.2477 1.7329
H -2.6819 0.7427 0.7731
H -0.4025 4.2760 2.1308
H 1.3102 5.1098 3.6492
H 3.4917 3.8132 3.9051
H 3.9538 1.8425 2.4409
C 0.0080 -2.4837 3.3547
C 0.9609 -3.4281 3.0378
C 1.4539 -3.4813 1.7498
C 1.0311 -2.5103 0.8245
N 0.0598 -1.5823 1.2049
C -0.4089 -1.5791 2.4288
C 1.6791 -2.3070 -0.4909
C 2.6212 -3.1874 -0.9327
C 3.2440 -2.9196 -2.2074
C 2.9200 -1.7827 -2.9515
C 1.9936 -0.9314 -2.3462
N 1.3718 -1.1844 -1.2209
H -0.4027 -2.4585 4.3093
H 1.2259 -4.1671 3.7944
H 2.2369 -4.1806 1.4067
H -1.1346 -0.8395 2.7280
H 2.9511 -4.0405 -0.3712
H 4.0792 -3.5647 -2.5486
H 3.5732 -1.5093 -3.7415
H 1.6832 -0.0445 -2.9022
C -2.4323 -3.4262 -2.8923
C -1.6126 -2.5093 -3.5660
C -1.2963 -1.2829 -2.9479
C -1.5850 -1.1689 -1.5749
C -2.4837 -2.0385 -0.9243
C -2.9090 -3.1803 -1.5712
H -2.7302 -4.3101 -3.3655
H -1.3572 -2.6050 -4.6269
H -0.7798 -0.5223 -3.4995
H -2.9161 -1.7128 0.0136
H -3.5547 -3.8158 -0.9955
*
```

---

Computed, not measured: a single C6H10FN molecule in a non-equilibrium geometry, with wB97M-V/def2-TZVPD.

Computed properties:
Strongest force on any atom ... 4.6 eV/A
Gap between HOMO and LUMO ... 9.95 eV
E_LUMO ... 0.981 eV
SMILES ... C[C@@]1(CF)C=CCN1
Highest occupied orbital energy ... -0.3297 Ha
Electronic energy ... -10587.4270 eV
Energy relative to the best compared isomer or geometry (same formula, charge and spin) ... 84.0 kcal per mole

ORCA input file:
```
! RIJCOSX wB97M-V def2-TZVPD def2/J DEFGRID3
* xyz 0 1
C 0.5254 2.1457 -0.6442
C 0.1742 0.7071 -0.0419
C 1.5917 0.0694 0.2551
F 1.2537 -1.2686 0.3460
C -0.7562 0.1937 1.1362
C -1.4878 -0.8744 0.8686
C -1.2234 -1.1343 -0.5787
N -0.5371 -0.0204 -1.1050
H -0.3691 3.0323 -0.6586
H 0.6807 2.0239 -1.8068
H 1.4615 2.5236 -0.0101
H 2.6723 0.1630 -0.4735
H 2.0522 0.4618 1.2909
H -0.6572 0.9430 1.9707
H -2.2148 -1.4777 1.2943
H -2.3392 -1.2551 -0.8677
H -0.6960 -2.1860 -0.6439
H -1.0575 0.6892 -1.4459
*
```

---

Computed, not measured: a gas-phase ion, C3H8S2 (charge +1) in a non-equilibrium geometry, with wB97M-V/def2-TZVPD.

Computed properties:
Strongest force on any atom ... 6.8 eV/A
Gap between HOMO and LUMO (alpha / beta) ... 6.51 / 6.23 eV
E_LUMO (alpha / beta) ... -7.415 / -7.568 eV
Highest occupied orbital energy (alpha / beta) ... -0.5117 / -0.5072 Ha
Electronic energy ... -24897.1426 eV
Energy relative to the best compared isomer or geometry (same formula, charge and spin) ... 132.4 kcal per mole

ORCA input file:
```
! RIJCOSX wB97M-V def2-TZVPD def2/J DEFGRID3
* xyz 1 2
C -2.3529 -1.9284 1.0944
C -1.0118 -1.2402 1.7097
S 0.2394 -0.6325 0.6598
S 0.5869 1.0444 -1.2268
C 1.8059 2.1731 -1.6658
H -2.8248 -0.9825 0.3772
H -2.2918 -2.7549 0.4359
H -2.7638 -2.0862 2.0013
H -0.4230 -2.0711 2.0829
H -1.6885 -0.5232 2.2292
H 1.8215 2.6298 -2.8620
H 2.7336 2.1271 -1.2722
H 1.5691 3.0420 -0.7508
*
```

---

Computed, not measured: a molecular structure, C19H25F4HgN6O3Se, with wB97M-V/def2-TZVPD.

Computed properties:
Strongest force on any atom ... 0.8 eV/A
Gap between HOMO and LUMO (alpha / beta) ... 4.83 / 6.39 eV
E_LUMO (alpha / beta) ... 4.792 / 4.691 eV
Highest occupied orbital energy (alpha / beta) ... -0.0015 / -0.0624 Ha
Electronic energy ... -115581.7599 eV
Energy relative to the best compared isomer or geometry (same formula, charge and spin) ... 17.3 kcal per mole

ORCA input file:
```
! RIJCOSX wB97M-V def2-TZVPD def2/J DEFGRID3
* xyz -2 2
Hg -0.1434 0.6023 -0.2774
C 4.0863 -1.2283 0.5337
N 3.1006 -0.8258 -0.4393
C 3.6749 -0.0697 -1.5433
C 2.2349 -1.9072 -0.8932
C 1.4791 -2.6043 0.2234
N 0.6128 -1.6974 0.9539
C 0.2725 -2.0025 2.1956
C -0.5884 -1.1188 2.9466
F -1.0382 -0.0072 2.3413
C -0.9785 -1.3288 4.2380
F -1.7809 -0.4146 4.8218
C -0.5894 -2.4381 4.9806
C 0.2190 -3.3213 4.2992
F 0.6398 -4.4430 4.9353
C 0.6293 -3.1429 2.9985
F 1.3948 -4.1520 2.4859
H 4.7934 -1.9898 0.1449
H 3.6067 -1.6343 1.4254
H 4.6769 -0.3588 0.8413
H 4.7650 -0.2163 -1.6033
H 3.4738 1.0027 -1.4470
H 3.2382 -0.3865 -2.4917
H 2.8275 -2.6839 -1.4208
H 1.5260 -1.4869 -1.6084
H 2.2089 -3.1069 0.8561
H 0.8939 -3.4060 -0.2516
H -0.8944 -2.5897 6.0065
N 1.5177 1.3146 1.4883
C 1.7029 2.7485 1.2124
C 0.3412 3.4508 1.1325
O 0.2097 4.5857 1.6512
N -0.5456 2.7183 0.4953
C -1.9178 3.1712 0.4373
C -2.9288 2.1255 -0.0659
O -4.1013 2.5399 -0.1900
O -2.5285 0.9398 -0.3125
H 1.0151 1.1728 2.3577
H 2.3755 0.7832 1.5130
H 2.1831 2.8346 0.2339
H 2.3083 3.2808 1.9432
H -2.0273 4.0553 -0.1971
H -2.2715 3.4769 1.4254
C -2.0708 2.8749 -3.4550
N -2.5978 1.5306 -3.3290
C -3.8057 1.2126 -2.7165
C -3.8337 -0.1204 -2.5969
N -2.6406 -0.5975 -3.1329
C -2.1673 -1.9594 -2.9804
C -1.8422 0.4176 -3.5922
Se 0.2571 0.4663 -2.7916
H -2.8974 3.5809 -3.5068
H -1.4638 2.9438 -4.3556
H -1.4360 3.1148 -2.5990
H -4.4928 1.9609 -2.3592
H -4.5621 -0.7637 -2.1320
H -2.9871 -2.6563 -3.1604
H -1.7681 -2.1132 -1.9764
H -1.3654 -2.1338 -3.6930
*
```

---

Q: What is the energy relative to the best compared isomer or geometry (same formula, charge and spin) in the fifth record?
A: 132.4 kcal per mole

---

Q: The lowest energy relative to the best compared isomer or geometry (same formula, charge and spin) belongs to which entry?
A: C8H24N8O16

---

Copy entry 5 word for word.
Computed, not measured: a gas-phase ion, C3H8S2 (charge +1) in a non-equilibrium geometry, with wB97M-V/def2-TZVPD.

Computed properties:
Strongest force on any atom ... 6.8 eV/A
Gap between HOMO and LUMO (alpha / beta) ... 6.51 / 6.23 eV
E_LUMO (alpha / beta) ... -7.415 / -7.568 eV
Highest occupied orbital energy (alpha / beta) ... -0.5117 / -0.5072 Ha
Electronic energy ... -24897.1426 eV
Energy relative to the best compared isomer or geometry (same formula, charge and spin) ... 132.4 kcal per mole

ORCA input file:
```
! RIJCOSX wB97M-V def2-TZVPD def2/J DEFGRID3
* xyz 1 2
C -2.3529 -1.9284 1.0944
C -1.0118 -1.2402 1.7097
S 0.2394 -0.6325 0.6598
S 0.5869 1.0444 -1.2268
C 1.8059 2.1731 -1.6658
H -2.8248 -0.9825 0.3772
H -2.2918 -2.7549 0.4359
H -2.7638 -2.0862 2.0013
H -0.4230 -2.0711 2.0829
H -1.6885 -0.5232 2.2292
H 1.8215 2.6298 -2.8620
H 2.7336 2.1271 -1.2722
H 1.5691 3.0420 -0.7508
*
```